Here is a 9-piece molecular cluster, C34H62O16 overall at a distorted geometry from the OMol25 dataset. Energies are from ωB97M-V/def2-TZVPD.

Cartesian coordinates (Å):
C (-0.04, -1.74, -1.81)
O (0.12, -1.35, -0.44)
C (0.56, -0.14, -0.18)
O (0.86, 0.80, -1.01)
O (0.43, -0.01, 1.17)
C (0.83, 1.16, 1.92)
H (-1.06, -2.11, -1.82)
H (0.55, -2.63, -2.06)
H (0.11, -0.92, -2.52)
H (0.34, 2.08, 1.60)
H (1.91, 1.28, 1.79)
H (0.82, 1.01, 3.00)
C (-0.85, 2.18, -6.23)
O (-1.92, 1.22, -6.42)
C (-2.81, 1.30, -7.42)
O (-2.71, 1.97, -8.43)
O (-3.88, 0.57, -7.09)
C (-4.88, 0.18, -8.04)
H (-0.71, 2.93, -7.02)
H (0.12, 1.69, -6.18)
H (-0.95, 2.66, -5.26)
H (-5.75, 0.83, -8.00)
H (-5.29, -0.81, -7.83)
H (-4.48, 0.12, -9.06)
C (-3.55, -3.25, 5.26)
C (-3.47, -1.96, 4.46)
C (-3.10, -0.94, 5.43)
O (-2.59, -1.61, 6.59)
C (-2.49, -3.00, 6.36)
H (-3.42, -4.15, 4.65)
H (-4.57, -3.23, 5.64)
H (-4.46, -1.71, 4.07)
H (-2.74, -1.99, 3.65)
H (-3.86, -0.20, 5.66)
H (-2.37, -0.36, 4.88)
H (-2.78, -3.56, 7.25)
H (-1.47, -3.25, 6.05)
C (2.68, -2.41, 7.99)
C (3.05, -1.01, 7.72)
C (3.86, -0.60, 8.99)
O (3.85, -1.79, 9.79)
C (3.74, -2.96, 8.99)
H (2.60, -3.02, 7.09)
H (1.70, -2.54, 8.45)
H (2.12, -0.44, 7.66)
H (3.68, -0.97, 6.84)
H (3.31, 0.07, 9.65)
H (4.86, -0.19, 8.84)
H (3.31, -3.82, 9.51)
H (4.73, -3.20, 8.58)
C (-5.69, 3.42, 1.05)
C (-4.19, 3.58, 0.85)
C (-4.04, 3.59, -0.67)
O (-4.93, 2.51, -0.99)
C (-6.06, 2.55, -0.14)
H (-6.11, 4.40, 0.84)
H (-6.02, 3.11, 2.04)
H (-3.64, 2.74, 1.27)
H (-3.77, 4.53, 1.19)
H (-3.01, 3.43, -0.97)
H (-4.31, 4.55, -1.12)
H (-6.30, 1.56, 0.25)
H (-6.94, 2.93, -0.67)
C (0.89, 8.72, 1.08)
C (1.99, 7.86, 0.31)
C (1.52, 6.39, 0.55)
O (0.85, 6.48, 1.79)
C (0.03, 7.71, 1.84)
H (0.33, 9.32, 0.37)
H (1.33, 9.42, 1.80)
H (2.97, 8.09, 0.73)
H (2.12, 8.10, -0.75)
H (2.41, 5.79, 0.70)
H (0.85, 5.92, -0.16)
H (-0.24, 8.13, 2.81)
H (-0.88, 7.59, 1.25)
O (-3.38, -7.97, 0.50)
C (-2.27, -7.43, 0.67)
O (-1.17, -8.11, 1.00)
C (-0.07, -7.26, 0.95)
C (-0.62, -5.88, 1.18)
C (-1.96, -5.96, 0.46)
H (0.53, -7.38, 0.04)
H (0.54, -7.50, 1.83)
H (0.06, -5.23, 0.62)
H (-0.60, -5.58, 2.22)
H (-1.84, -5.64, -0.57)
H (-2.70, -5.37, 1.00)
O (4.17, -3.24, -5.59)
C (3.10, -3.46, -6.13)
O (2.08, -2.57, -6.14)
C (1.00, -2.90, -7.01)
C (1.36, -4.32, -7.44)
C (2.78, -4.59, -7.02)
H (1.02, -2.23, -7.88)
H (-0.02, -2.91, -6.63)
H (1.23, -4.49, -8.51)
H (0.73, -5.07, -6.95)
H (3.58, -4.60, -7.77)
H (2.91, -5.55, -6.52)
O (7.28, 1.64, -0.87)
C (6.41, 1.79, -1.72)
O (5.46, 2.78, -1.62)
C (4.66, 2.86, -2.78)
C (5.03, 1.63, -3.60)
C (6.25, 1.05, -3.04)
H (4.99, 3.75, -3.31)
H (3.59, 2.91, -2.57)
H (5.11, 1.89, -4.66)
H (4.20, 0.93, -3.59)
H (7.13, 1.43, -3.57)
H (6.34, -0.03, -2.94)

Properties
- Orbital gap: 9.597 eV
- Structure (SMILES): COC(=O)OC.COC(=O)OC.O=C1CCCO1.O=C1CCCO1.O=C1CCCO1.C1CCOC1.C1CCOC1.C1CCOC1.C1CCOC1
- Lowest unoccupied orbital energy: 0.05 eV
- 2S+1: 1
- M: 726.85 g mol⁻¹


Here is a 8-piece molecular cluster, C34H63F5NO9 overall at a distorted geometry from the OMol25 dataset. Energies are from ωB97M-V/def2-TZVPD.

Cartesian coordinates (Å):
C (-5.23, 3.22, -3.74)
C (-4.18, 3.11, -4.86)
N (-2.91, 3.75, -4.57)
C (-2.05, 3.17, -3.48)
C (-2.41, 4.07, -2.20)
C (-2.81, 3.33, -0.92)
C (-3.29, 4.41, 0.11)
C (-3.82, 3.77, 1.40)
O (-2.90, 2.83, 1.99)
C (-1.85, 3.40, 2.57)
O (-1.45, 3.01, 3.61)
C (-2.37, 1.68, -3.23)
C (-1.22, 0.97, -2.50)
C (-1.48, -0.54, -2.18)
C (-2.83, -0.86, -1.59)
F (-3.27, 0.08, -0.78)
F (-2.66, -1.96, -0.78)
C (-3.95, -1.27, -2.62)
F (-4.41, -2.47, -2.32)
F (-4.97, -0.45, -2.60)
F (-3.52, -1.30, -3.85)
H (-5.04, 4.08, -3.09)
H (-6.22, 3.38, -4.20)
H (-5.33, 2.30, -3.17)
H (-4.13, 2.08, -5.26)
H (-4.63, 3.68, -5.70)
H (-2.36, 3.70, -5.42)
H (-1.48, 4.60, -1.97)
H (-3.12, 4.85, -2.48)
H (-1.99, 2.82, -0.41)
H (-3.67, 2.67, -1.03)
H (-4.00, 5.10, -0.35)
H (-2.40, 4.98, 0.37)
H (-4.72, 3.19, 1.16)
H (-4.12, 4.51, 2.15)
H (-1.29, 4.21, 2.08)
H (-2.37, 1.22, -4.23)
H (-3.36, 1.47, -2.80)
H (-0.41, 0.97, -3.23)
H (-0.85, 1.52, -1.64)
H (-1.24, -1.13, -3.06)
H (-0.75, -0.82, -1.42)
C (1.11, 3.57, 5.07)
C (2.42, 2.82, 5.02)
O (3.25, 3.05, 4.18)
C (2.64, 1.77, 6.08)
H (1.07, 4.29, 4.26)
H (0.28, 2.87, 4.95)
H (1.02, 4.10, 6.02)
H (1.88, 0.99, 6.01)
H (2.62, 2.22, 7.07)
H (3.62, 1.31, 5.93)
C (-1.49, -4.88, -1.67)
C (-0.15, -5.57, -1.74)
O (0.66, -5.31, -2.61)
C (0.14, -6.60, -0.69)
H (-1.57, -4.16, -2.49)
H (-2.29, -5.61, -1.77)
H (-1.59, -4.35, -0.73)
H (-0.60, -7.41, -0.74)
H (0.10, -6.14, 0.30)
H (1.13, -7.02, -0.85)
C (-4.67, -3.39, 1.02)
C (-4.10, -4.63, 1.65)
O (-3.16, -5.22, 1.18)
C (-4.76, -5.11, 2.93)
H (-4.11, -3.15, 0.12)
H (-5.72, -3.56, 0.75)
H (-4.60, -2.55, 1.71)
H (-5.81, -5.35, 2.74)
H (-4.69, -4.34, 3.70)
H (-4.25, -6.01, 3.28)
C (6.27, 2.29, 8.59)
C (4.89, 2.39, 9.19)
O (3.98, 1.69, 8.81)
C (4.69, 3.41, 10.29)
H (6.27, 1.53, 7.82)
H (6.55, 3.25, 8.14)
H (6.99, 2.02, 9.35)
H (4.91, 4.41, 9.91)
H (5.35, 3.18, 11.13)
H (3.66, 3.38, 10.63)
C (-2.17, -0.55, -8.58)
C (-1.43, -0.63, -7.26)
O (-1.00, 0.36, -6.72)
C (-1.26, -2.00, -6.66)
H (-2.22, 0.49, -8.90)
H (-1.64, -1.13, -9.34)
H (-3.18, -0.93, -8.46)
H (-0.69, -2.63, -7.35)
H (-2.24, -2.45, -6.47)
H (-0.72, -1.92, -5.72)
C (11.35, 1.35, 10.33)
C (10.38, 1.63, 9.21)
O (9.30, 2.14, 9.42)
C (10.81, 1.25, 7.81)
H (10.92, 1.67, 11.27)
H (11.56, 0.28, 10.38)
H (12.28, 1.90, 10.16)
H (10.99, 0.17, 7.76)
H (11.71, 1.79, 7.54)
H (10.02, 1.50, 7.11)
C (0.34, -5.48, -10.01)
C (0.89, -4.27, -9.29)
O (0.21, -3.29, -9.11)
C (2.31, -4.35, -8.80)
H (-0.69, -5.29, -10.31)
H (0.93, -5.68, -10.91)
H (0.36, -6.35, -9.35)
H (2.99, -4.50, -9.65)
H (2.42, -5.17, -8.09)
H (2.57, -3.42, -8.30)

Properties
- Orbital gap: 2.834 eV
- Lowest unoccupied orbital energy: 1.64 eV
- 2S+1: 1
- M: 724.87 g mol⁻¹
- Net charge: -1


Here is a 5-piece molecular cluster, C34H63FN4O16S5 overall at a distorted geometry from the OMol25 dataset. Energies are from ωB97M-V/def2-TZVPD.

Cartesian coordinates (Å):
C (-4.40, -1.75, 1.33)
C (-3.42, -1.18, 0.67)
C (-2.18, -0.53, 1.24)
C (-2.19, -0.21, 2.73)
C (-2.67, 1.21, 2.98)
C (-3.98, 1.50, 2.27)
O (-5.00, 0.95, 2.62)
N (-3.93, 2.46, 1.18)
C (-4.24, 1.90, -0.09)
O (-3.45, 1.78, -1.00)
F (-5.51, 1.53, -0.24)
O (-1.67, 2.12, 2.47)
S (-0.53, 2.28, 3.58)
O (-1.04, 3.05, 4.67)
O (0.59, 2.87, 2.93)
C (-0.18, 0.63, 4.25)
C (1.33, 0.39, 4.35)
C (2.11, 1.43, 5.15)
C (3.63, 1.48, 4.89)
C (4.13, 1.30, 3.46)
N (3.63, 2.31, 2.51)
C (3.36, 1.73, 1.22)
N (4.11, 0.87, 0.71)
N (2.22, 2.20, 0.50)
C (-0.76, -0.46, 3.31)
C (-0.76, -1.84, 3.97)
O (-0.73, -2.79, 2.91)
C (-1.84, -3.63, 2.89)
O (-1.92, -4.08, 1.57)
C (-2.99, -4.97, 1.40)
C (-3.27, -5.18, -0.11)
O (-2.40, -4.38, -0.86)
H (-4.59, -1.56, 2.38)
H (-5.08, -2.41, 0.82)
H (-3.47, -1.20, -0.40)
H (-2.02, 0.39, 0.67)
H (-1.36, -1.18, 0.97)
H (-2.87, -0.85, 3.28)
H (-2.83, 1.42, 4.04)
H (-4.49, 3.28, 1.38)
H (-0.66, 0.56, 5.22)
H (1.44, -0.57, 4.84)
H (1.70, 0.26, 3.34)
H (2.01, 1.16, 6.20)
H (1.70, 2.42, 5.07)
H (4.16, 0.80, 5.54)
H (3.95, 2.48, 5.20)
H (5.21, 1.33, 3.50)
H (3.88, 0.29, 3.14)
H (4.42, 2.91, 2.33)
H (3.71, 0.64, -0.21)
H (2.01, 3.15, 0.78)
H (1.40, 1.68, 0.79)
H (-0.06, -0.55, 2.49)
H (0.14, -2.01, 4.55)
H (-1.63, -1.98, 4.60)
H (-1.75, -4.50, 3.55)
H (-2.76, -3.10, 3.12)
H (-3.88, -4.60, 1.92)
H (-2.73, -5.92, 1.87)
H (-3.10, -6.23, -0.33)
H (-4.30, -4.92, -0.32)
H (-2.80, -4.09, -1.67)
C (3.51, 4.80, -2.92)
C (4.08, 4.65, -4.34)
C (4.29, 3.15, -4.59)
S (3.09, 2.30, -3.57)
O (3.80, 1.55, -2.56)
O (2.09, 1.69, -4.41)
C (2.40, 3.76, -2.80)
H (3.13, 5.80, -2.74)
H (4.30, 4.59, -2.19)
H (3.36, 5.04, -5.06)
H (5.00, 5.20, -4.47)
H (4.13, 2.88, -5.63)
H (5.28, 2.83, -4.28)
H (2.13, 3.53, -1.77)
H (1.52, 4.05, -3.37)
C (-4.81, -5.08, 7.94)
C (-5.92, -5.86, 7.22)
C (-5.86, -5.48, 5.74)
S (-4.15, -5.03, 5.41)
O (-4.11, -3.63, 5.07)
O (-3.55, -6.03, 4.57)
C (-3.56, -5.24, 7.08)
H (-4.65, -5.44, 8.95)
H (-5.09, -4.02, 8.01)
H (-5.74, -6.93, 7.34)
H (-6.90, -5.65, 7.64)
H (-6.14, -6.31, 5.09)
H (-6.48, -4.62, 5.52)
H (-2.80, -4.50, 7.29)
H (-3.15, -6.24, 7.17)
C (6.75, 9.32, -6.71)
C (7.07, 8.74, -8.10)
C (7.36, 7.25, -7.91)
S (6.43, 6.73, -6.47)
O (7.35, 6.34, -5.43)
O (5.35, 5.86, -6.88)
C (5.77, 8.34, -6.07)
H (6.33, 10.32, -6.78)
H (7.66, 9.38, -6.11)
H (6.20, 8.87, -8.75)
H (7.91, 9.25, -8.56)
H (7.04, 6.66, -8.77)
H (8.41, 7.06, -7.71)
H (5.69, 8.45, -4.99)
H (4.78, 8.42, -6.53)
C (-2.39, -5.69, -6.96)
C (-1.27, -4.66, -6.78)
C (-1.55, -3.89, -5.48)
S (-2.47, -5.02, -4.43)
O (-3.79, -4.50, -4.22)
O (-1.64, -5.41, -3.32)
C (-2.55, -6.37, -5.60)
H (-2.15, -6.41, -7.74)
H (-3.32, -5.19, -7.24)
H (-0.31, -5.17, -6.70)
H (-1.21, -3.98, -7.63)
H (-0.64, -3.59, -4.98)
H (-2.18, -3.02, -5.66)
H (-3.50, -6.89, -5.49)
H (-1.72, -7.04, -5.39)

Properties
- Orbital gap: 9.056 eV
- Structure (SMILES): [H]/N=C(\N)NCCCC[C@@H]1[C@@H](COCOCCO)[C@H](CC=C)[C@H](C(=O)NC(=O)F)OS1(=O)=O.O=S1(=O)CCCC1.O=S1(=O)CCCC1.O=S1(=O)CCCC1.O=S1(=O)CCCC1
- Lowest unoccupied orbital energy: 0.35 eV
- 2S+1: 1
- M: 963.22 g mol⁻¹


Here is C34H63N3O4SSi2 as an isolated structure at a distorted geometry from the OMol25 dataset. Energies are from ωB97M-V/def2-TZVPD.

Cartesian coordinates (Å):
C (-1.30, -3.10, 1.99)
C (-2.67, -3.26, 1.25)
N (-2.75, -4.23, 0.41)
C (-3.91, -2.32, 1.42)
Si (-3.73, -0.66, 0.49)
O (-3.39, 0.66, 1.50)
Si (-4.77, 1.47, 2.11)
C (-6.03, 2.04, 0.80)
C (-5.40, 2.50, -0.56)
C (-4.41, 3.57, -0.54)
C (-3.78, 3.98, -1.79)
C (-4.17, 3.29, -3.01)
C (-5.19, 2.22, -3.03)
C (-5.54, 1.53, -4.38)
C (-5.83, 1.79, -1.77)
C (-4.12, 3.03, 3.01)
C (-2.56, 3.17, 2.99)
C (-1.82, 2.00, 3.80)
O (-1.99, 3.22, 1.67)
C (-1.04, 4.27, 1.49)
C (0.10, 3.67, 0.58)
C (0.21, 3.89, -0.85)
C (1.30, 3.31, -1.62)
C (2.34, 2.52, -0.95)
C (2.21, 2.30, 0.49)
C (1.12, 2.86, 1.28)
S (-2.11, -0.65, -1.01)
C (-0.62, -0.06, -0.10)
O (-2.40, 0.41, -2.01)
O (-1.93, -1.96, -1.66)
H (-1.38, -2.39, 2.85)
H (-0.94, -4.12, 2.27)
H (-0.56, -2.70, 1.24)
H (-3.67, -4.23, -0.04)
H (-4.81, -2.84, 1.00)
H (-4.09, -2.06, 2.51)
H (-4.96, -0.44, -0.29)
H (-5.47, 0.61, 3.10)
H (-6.79, 1.22, 0.68)
H (-6.56, 2.94, 1.23)
H (-4.16, 4.04, 0.43)
H (-3.04, 4.81, -1.74)
H (-3.66, 3.60, -3.95)
H (-4.59, 1.40, -4.95)
H (-6.06, 0.56, -4.16)
H (-6.22, 2.24, -4.95)
H (-6.60, 0.98, -1.75)
H (-4.41, 2.92, 4.10)
H (-4.61, 3.95, 2.58)
H (-2.31, 4.11, 3.56)
H (-2.53, 1.23, 4.19)
H (-1.30, 2.44, 4.70)
H (-1.03, 1.55, 3.14)
H (-1.53, 5.08, 0.89)
H (-0.55, 4.62, 2.43)
H (-0.55, 4.51, -1.39)
H (1.41, 3.44, -2.73)
H (3.21, 2.08, -1.50)
H (2.96, 1.69, 1.04)
H (1.02, 2.71, 2.38)
H (-0.68, -0.49, 0.95)
H (0.33, -0.35, -0.60)
H (-0.72, 1.05, 0.04)
C (3.12, -4.88, -5.49)
C (2.59, -3.50, -5.11)
N (1.23, -3.25, -5.58)
C (0.83, -1.85, -5.43)
C (0.72, -1.29, -4.02)
C (0.23, -4.22, -5.19)
C (0.01, -4.47, -3.70)
H (3.09, -5.03, -6.57)
H (4.16, -4.97, -5.17)
H (2.56, -5.68, -5.01)
H (3.26, -2.76, -5.56)
H (2.67, -3.38, -4.02)
H (-0.12, -1.70, -5.95)
H (1.55, -1.24, -5.99)
H (-0.19, -1.63, -3.52)
H (0.66, -0.20, -4.06)
H (1.58, -1.54, -3.40)
H (0.48, -5.18, -5.66)
H (-0.73, -3.95, -5.65)
H (0.95, -4.54, -3.14)
H (-0.52, -5.42, -3.55)
H (-0.61, -3.69, -3.24)
C (8.11, -1.06, 5.09)
C (6.97, -0.10, 4.77)
N (6.51, -0.16, 3.39)
C (5.61, 0.93, 3.04)
C (4.25, 0.99, 3.75)
C (6.12, -1.47, 2.90)
C (4.99, -2.20, 3.64)
H (8.96, -0.89, 4.43)
H (8.44, -0.91, 6.12)
H (7.80, -2.11, 5.00)
H (7.33, 0.91, 4.98)
H (6.15, -0.28, 5.48)
H (5.44, 0.92, 1.96)
H (6.13, 1.87, 3.24)
H (3.56, 0.25, 3.35)
H (3.80, 1.97, 3.58)
H (4.34, 0.86, 4.83)
H (7.00, -2.12, 2.91)
H (5.85, -1.40, 1.84)
H (5.09, -2.13, 4.72)
H (5.01, -3.26, 3.38)
H (4.01, -1.83, 3.35)

Properties
- Orbital gap: 8.051 eV
- Lowest unoccupied orbital energy: 0.40 eV
- 2S+1: 1
- M: 666.13 g mol⁻¹